# 1
C45H51BrN3NiOSb2 as an isolated structure at a distorted geometry. Source: the OMol25 dataset; level of theory: ωB97M-V/def2-TZVPD.

- LUMO (alpha / beta): -3.6583 / -4.7110 eV
- Frontier orbital gap (alpha / beta): 6.335 / 5.107 eV
- Net charge: +1
- HOMO energy (alpha / beta): -10.0 / -9.8 eV
- Spin multiplicity: 3

```
104
Properties=species:S:1:pos:R:3:lowdin_spin:R:1
Ni -0.277 0.240 0.305 0.950
Br -0.206 5.607 6.333 0.013
C 0.889 4.084 6.377 0.040
C 1.640 3.756 5.253 -0.006
C 2.431 2.622 5.276 0.034
C 2.470 1.833 6.421 0.010
C 1.765 2.201 7.560 0.035
C 0.949 3.320 7.534 -0.005
N 3.262 0.652 6.554 0.218
N 3.637 0.037 5.540 0.123
C 3.072 -0.104 4.331 0.185
C 3.973 -0.373 3.251 -0.018
C 3.556 -0.448 1.966 0.099
C 2.156 -0.296 1.649 0.035
O 1.717 -0.316 0.490 0.141
C 1.206 -0.134 2.770 0.031
N -0.085 -0.059 2.407 0.019
C -0.994 0.022 3.362 0.019
C -0.671 -0.021 4.719 -0.006
C 0.651 -0.084 5.091 0.017
C 1.634 -0.096 4.093 0.017
H 1.603 4.390 4.377 -0.001
H 3.024 2.360 4.410 0.003
H 1.853 1.597 8.453 0.001
H 0.378 3.607 8.405 -0.001
H 5.021 -0.473 3.502 -0.002
H 4.247 -0.605 1.150 0.004
H -2.020 0.113 3.034 0.001
H -1.458 -0.001 5.459 -0.001
H 0.924 -0.129 6.136 0.002
C -4.818 -0.536 2.093 0.000
C -4.574 0.494 0.989 0.001
C -5.837 0.667 0.142 0.000
Sb -2.813 -0.022 -0.155 0.002
C -3.114 1.008 -2.016 0.000
C -3.329 2.491 -1.707 0.000
C -4.125 0.451 -3.013 0.000
C -3.136 -2.124 -0.521 0.004
C -4.522 -2.576 -0.977 0.001
C -2.055 -2.617 -1.481 0.000
H -5.724 -0.276 2.648 0.000
H -4.009 -0.596 2.819 0.000
H -4.970 -1.536 1.684 0.000
H -4.328 1.459 1.440 0.000
H -6.114 -0.249 -0.376 0.000
H -5.742 1.453 -0.603 0.000
H -6.674 0.936 0.793 0.000
H -2.124 0.921 -2.469 0.000
H -4.321 2.691 -1.301 0.000
H -3.225 3.082 -2.621 0.000
H -2.596 2.881 -0.995 0.000
H -5.147 0.471 -2.635 0.000
H -3.894 -0.575 -3.299 0.000
H -4.105 1.051 -3.928 0.000
H -2.944 -2.551 0.469 0.000
H -4.820 -2.106 -1.913 0.000
H -5.293 -2.367 -0.237 0.000
H -4.525 -3.657 -1.142 0.000
H -2.200 -2.206 -2.485 0.000
H -2.095 -3.706 -1.569 0.000
H -1.048 -2.349 -1.152 0.000
C 1.809 5.798 -1.030 0.000
C 0.506 5.769 -0.268 0.001
C -0.078 6.980 0.100 0.000
C -1.254 7.036 0.836 0.000
C -1.883 5.865 1.226 0.000
C -1.323 4.648 0.864 0.000
C -0.147 4.584 0.113 0.003
Sb 0.496 2.611 -0.302 0.002
C 0.215 2.534 -2.425 -0.001
C -0.151 3.688 -3.117 0.000
C -0.429 3.660 -4.478 0.001
C -0.346 2.460 -5.165 0.000
C -0.018 1.299 -4.481 0.001
C 0.251 1.311 -3.115 0.000
C 0.536 -0.015 -2.454 0.020
C 2.579 2.890 0.108 0.001
C 2.795 3.315 1.420 0.001
C 4.075 3.544 1.909 0.000
C 5.165 3.311 1.085 0.000
C 4.959 2.869 -0.214 0.000
C 3.680 2.660 -0.727 0.000
C 3.540 2.231 -2.163 0.000
H 1.974 6.787 -1.457 0.000
H 1.833 5.073 -1.844 0.000
H 2.653 5.572 -0.376 0.000
H 0.407 7.902 -0.195 0.000
H -1.674 7.996 1.104 0.000
H -2.799 5.897 1.803 0.000
H -1.816 3.729 1.169 0.000
H -0.242 4.628 -2.587 0.000
H -0.712 4.569 -4.992 0.000
H -0.552 2.422 -6.227 0.000
H 0.015 0.357 -5.016 0.000
H 0.143 -0.840 -3.047 0.000
H 0.049 -0.100 -1.464 0.007
H 1.594 -0.197 -2.271 0.000
H 1.941 3.510 2.066 0.000
H 4.225 3.925 2.910 0.000
H 6.171 3.486 1.444 0.000
H 5.813 2.702 -0.860 0.000
H 4.497 2.291 -2.678 0.000
H 2.826 2.855 -2.700 0.000
H 3.192 1.199 -2.238 0.000
```

=====

# 2
H10NaO5 as an isolated structure. Source: the OMol25 dataset; level of theory: ωB97M-V/def2-TZVPD.

- LUMO: -4.3428 eV
- Frontier orbital gap: 9.958 eV
- Net charge: +1
- HOMO energy: -14.3 eV
- Spin multiplicity: 1

```
16
Properties=species:S:1:pos:R:3:mulliken_charge:R:1
Na -0.568 0.608 -0.062 0.938
O -3.880 -0.610 0.229 -0.630
H -4.573 -0.043 0.568 0.326
H -4.297 -1.100 -0.480 0.325
O 1.941 2.224 2.305 -0.631
H 2.853 2.460 2.132 0.322
H 1.502 3.060 2.463 0.327
O 0.457 -1.278 3.409 -0.639
H 1.133 -1.701 3.938 0.318
H 0.610 -0.341 3.528 0.320
O 2.592 -0.282 -1.819 -0.641
H 1.957 -0.610 -2.456 0.316
H 3.214 -1.001 -1.707 0.329
O -0.786 -0.387 -3.686 -0.628
H -0.943 -1.239 -4.093 0.325
H -1.212 0.241 -4.270 0.322
```